[1]
Computed, not measured: a 11-piece molecular cluster, C6H34NO11 overall, with ωB97M-V/def2-TZVPD.

## Properties
Frontier orbital gap ... 8.68 eV
Maximum force ... 0.071 hartree/bohr
Calculated total energy ... -1131.4737 Ha
Highest occupied orbital energy ... -5.9 eV
Net charge ... -1
Energy relative to the best compared isomer or geometry (same formula, charge and spin) ... 0.663 eV

Atoms and positions in Å:
C1 -0.21761 -0.37904 1.70099
C2 -0.92378 -0.87017 2.98782
C3 1.08610 -1.15158 1.39503
N1 1.09281 -1.65155 0.00823
C4 0.62431 -0.97268 -2.30442
C5 1.21894 -0.56507 -0.93632
C6 2.75448 -0.26771 -1.27539
O1 3.27572 0.69334 -0.40809
H1 -0.88477 -0.50157 0.85279
H2 -0.04496 0.67245 1.91546
H3 -0.13620 -1.03564 3.73571
H4 -1.47555 -1.81035 2.93751
H5 -1.64895 -0.15641 3.36132
H6 1.31429 -2.03502 1.99792
H7 1.91364 -0.46530 1.63426
H8 1.67003 -2.46278 -0.14457
H9 0.99052 -0.34578 -3.11672
H10 -0.46517 -0.92989 -2.29722
H11 0.85414 -2.01618 -2.54080
H12 0.74804 0.34465 -0.57578
H13 2.89019 0.01616 -2.31692
H14 3.28576 -1.22917 -1.19217
H15 -0.66528 -2.98363 -1.13743
H16 -2.12808 -2.62306 -0.83750
O2 -1.54148 -3.39370 -1.06299
H17 2.58654 1.23185 0.01243
H18 1.58846 2.98057 1.06574
O3 1.52541 1.99757 1.09406
H19 -0.48400 1.91316 -1.11981
H20 0.59724 1.94515 0.72738
O4 -0.77218 2.10339 -0.21480
H21 0.27870 4.45650 1.19093
H22 0.13694 4.02048 -0.19325
O5 0.76818 4.50615 0.37093
H23 0.92908 -4.24916 1.14571
H24 -0.21964 -4.15466 0.08620
O6 0.52465 -4.70288 0.40215
H25 -1.61279 1.41378 -0.14877
H26 -3.57670 1.47389 -0.19717
O7 -2.85254 0.85272 -0.33166
H27 -3.38002 -0.68741 -0.01914
H28 -3.44424 -1.81935 0.94753
O8 -3.43727 -1.69839 -0.01113
H29 0.03240 3.62557 -2.86358
H30 -0.86864 2.44154 -3.35933
O9 -0.23026 3.11999 -3.63708
H31 1.54953 1.56781 2.77764
H32 1.54935 0.45280 3.81041
O10 1.60805 1.41270 3.75155
H33 -1.79268 0.12866 -3.10975
H34 -2.54901 0.81933 -1.83524
O11 -2.04167 0.96793 -2.72266

[2]
Computed, not measured: an isolated molecule of C3H5Br, with ωB97M-V/def2-TZVPD.

## Properties
Frontier orbital gap ... 10.81 eV
SMILES ... C=CCBr
Maximum force ... 0.124 hartree/bohr
Calculated total energy ... -2691.2316 Ha
Highest occupied orbital energy ... -9.9 eV
Net charge ... 0
Energy relative to the best compared isomer or geometry (same formula, charge and spin) ... 1.487 eV

Atoms and positions in Å:
C1 -0.34422 -0.66466 1.33354
C2 -0.69824 0.08092 0.30482
C3 0.54341 0.59681 -0.98395
Br1 0.35284 -0.36484 -2.65105
H1 -0.98321 -1.06956 2.08757
H2 0.71155 -0.87996 1.76344
H3 -1.66770 0.43925 -0.09451
H4 1.58044 0.26390 -0.68651
H5 0.50513 1.59813 -1.07335

[3]
Computed, not measured: C9H29AsN5O2PdSi2Te as an isolated structure, with ωB97M-V/def2-TZVPD.

## Properties
Frontier orbital gap (alpha / beta) ... 6.02 / 6.20 eV
Maximum force ... 0.032 hartree/bohr
Calculated total energy ... -3994.9231 Ha
Highest occupied orbital energy (alpha / beta) ... -10.4 / -10.6 eV
Net charge ... +1
Energy relative to the best compared isomer or geometry (same formula, charge and spin) ... 1.710 eV

Atoms and positions in Å:
Pd1 -0.71653 0.45487 0.96412
N1 -0.92222 -1.17731 3.12867
N2 0.31382 -1.52648 3.69941
C1 1.42922 -0.84438 3.34481
N3 2.55293 -1.00753 4.03723
N4 1.28988 -0.03305 2.31558
N5 2.28111 0.66173 1.74929
O1 1.92086 1.40567 0.85257
O2 3.44224 0.51755 2.10328
H1 -1.44939 -0.54950 3.74272
H2 -1.47163 -2.02260 2.96849
H3 0.32298 -2.06608 4.56036
H4 2.61399 -1.64748 4.80978
H5 3.38593 -0.55630 3.66077
C2 1.59957 -2.25727 -2.03459
Si1 1.71204 -0.35981 -2.31449
C3 1.54679 0.04985 -4.17463
C4 3.36890 0.30952 -1.63272
As1 -0.21317 0.76699 -1.31463
Si2 -1.96904 -0.87372 -1.18139
C5 -2.47163 -1.30594 -2.96973
C6 -3.48037 -0.10438 -0.27745
C7 -1.50365 -2.44291 -0.17681
H6 2.49479 -2.73077 -2.42757
H7 0.74597 -2.68881 -2.55001
H8 1.52780 -2.50960 -0.97908
H9 2.34225 -0.42733 -4.73888
H10 1.61415 1.12304 -4.33557
H11 0.59575 -0.28484 -4.58024
H12 4.09772 0.33680 -2.43726
H13 3.76837 -0.32512 -0.84579
H14 3.27555 1.31543 -1.23051
H15 -2.60701 -0.40173 -3.55535
H16 -3.40076 -1.86218 -3.00054
H17 -1.71065 -1.90556 -3.45678
H18 -3.72690 0.86933 -0.69484
H19 -3.27308 0.01792 0.79640
H20 -4.36824 -0.72222 -0.36845
H21 -0.74934 -3.03888 -0.67710
H22 -2.37084 -3.07562 -0.01508
H23 -1.10161 -2.14946 0.79559
C8 0.28555 3.83501 1.35822
Te1 -1.40593 2.69125 2.05003
C9 -2.66702 3.51356 0.50591
H24 -0.00739 4.87976 1.31974
H25 0.58804 3.47345 0.37742
H26 1.10443 3.71722 2.05982
H27 -2.21833 3.31733 -0.46697
H28 -2.76811 4.58402 0.66385
H29 -3.64777 3.05654 0.57239

[4]
Computed, not measured: an isolated molecule of C6H10O, with ωB97M-V/def2-TZVPD.

## Properties
Frontier orbital gap ... 9.72 eV
SMILES ... CC1=CCC[C@H]1O
Maximum force ... 0.044 hartree/bohr
Calculated total energy ... -309.7968 Ha
Highest occupied orbital energy ... -8.8 eV
Net charge ... 0
Energy relative to the best compared isomer or geometry (same formula, charge and spin) ... 1.239 eV

Atoms and positions in Å:
C1 -0.15462 -2.07038 0.84922
C2 -0.24768 -0.73245 0.17757
C3 -1.24166 0.16611 0.24858
C4 -0.79003 1.46307 -0.35057
C5 0.23136 0.99211 -1.39577
C6 0.91609 -0.00024 -0.45601
O1 1.53759 0.99421 0.56551
H1 0.64240 -2.07097 1.60563
H2 0.06428 -2.89264 0.15622
H3 -1.09492 -2.30439 1.35869
H4 -2.16331 0.05528 0.81198
H5 0.00567 1.78109 0.38840
H6 -1.55219 2.19556 -0.62455
H7 -0.23025 0.54689 -2.28603
H8 0.94229 1.76788 -1.69104
H9 1.75161 -0.59176 -0.83458
H10 1.38337 0.70061 1.47674

> Which value of energy relative to the best compared isomer or geometry (same formula, charge and spin) does entry 1 give?

0.663 eV

> Which value of net charge does entry 1 give?

-1